(1)
The following is a DFT calculation (ωB97M-V/def2-TZVPD) of a 2-piece molecular cluster, C2H5N3OS overall in a non-equilibrium geometry.

LUMO: 0.0159 hartree
SMILES string: [H]/N=N/SC.N=C=O
charge: 0

The geometry in XYZ format:
```
12
C2H5N3OS ωB97M-V/def2-TZVPD
S -0.6836 -0.0799 0.7569
O 3.8272 -1.3805 -0.4522
N 2.9959 0.5325 0.6550
N -0.7113 -0.5232 -1.7066
N -0.0303 -0.3946 -0.6741
C 3.3248 -0.5042 0.1083
C -2.4600 0.4102 0.6929
H -0.0795 -0.4990 -2.5398
H -2.5704 0.9917 -0.2188
H -3.0971 -0.4727 0.9822
H 2.1269 0.7929 0.8793
H -2.6426 1.1267 1.5169
```

***

(2)
The following is a DFT calculation (ωB97M-V/def2-TZVPD) of C2H5N3OS in the gas phase in a non-equilibrium geometry.

LUMO: 0.0208 hartree
SMILES string: [H]/N=C/NC(=O)NS
charge: 0

The geometry in XYZ format:
```
12
C2H5N3OS ωB97M-V/def2-TZVPD
S 1.9325 0.0516 0.2611
O -1.3996 -1.8715 -0.3768
N -0.4187 1.7841 -0.7417
N 0.6353 -0.8864 -0.3800
N -1.0241 0.1139 0.9676
C -0.7038 -0.9438 0.0180
C -1.1852 1.4107 0.1796
H 1.0350 -1.3889 -1.1716
H -2.2864 1.9997 0.4130
H -0.9299 2.6667 -1.0576
H 1.5647 1.1032 -0.5842
H -2.1201 -0.1160 1.1307
```

***

(3)
The following is a DFT calculation (ωB97M-V/def2-TZVPD) of C2H5N3OS in the gas phase in a non-equilibrium geometry.

LUMO: 0.0219 hartree
SMILES string: [H]/N=C(/C=N\O)NS
charge: 0

The geometry in XYZ format:
```
12
C2H5N3OS ωB97M-V/def2-TZVPD
S 1.7029 -0.4441 -1.9424
O -2.0520 0.7166 -0.3828
N -1.8959 0.4218 0.9610
N 0.4401 -0.0810 -0.8850
N 1.4291 -0.8824 1.1333
C 0.4562 -0.3797 0.4689
C -0.7586 -0.0555 1.2704
H 2.4329 0.7039 -1.8300
H -0.6176 -0.3298 2.3377
H -2.9523 1.1000 -0.4181
H 2.2251 -1.0798 0.5340
H -0.4100 0.3101 -1.2471
```

***

(4)
The following is a DFT calculation (ωB97M-V/def2-TZVPD) of C2H5N3OS in the gas phase in a non-equilibrium geometry.

LUMO (spin up / spin down): -0.0494 / -0.0495 hartree
charge: 0

The geometry in XYZ format:
```
12
C2H5N3OS ωB97M-V/def2-TZVPD
S -1.9283 -1.8702 0.4983
O -2.6450 -1.6749 1.7335
N -0.3596 -1.7481 0.7812
N 0.5676 -1.1910 0.2612
N -1.0684 0.3625 -0.8233
C 1.2620 1.1113 -0.0619
C 0.2364 0.0688 -0.5212
H 0.7381 -0.6205 -1.3255
H 2.3424 0.7900 -0.2307
H 1.2676 1.9946 -0.7842
H 1.0841 1.5402 0.9745
H -1.4967 1.2372 -0.5019
```

***

(5)
The following is a DFT calculation (ωB97M-V/def2-TZVPD) of C2H5N3OS in the gas phase in a non-equilibrium geometry.

LUMO: 0.0134 hartree
SMILES string: [H]/N=C(/N)OC(N)=S
charge: 0

The geometry in XYZ format:
```
12
C2H5N3OS ωB97M-V/def2-TZVPD
S 3.0811 -0.4072 -0.3892
O 0.3425 -0.5946 -0.8468
N 1.2089 0.7790 0.6729
N -1.6106 -1.1024 0.2025
N -1.2679 1.0779 -0.8070
C 1.5344 -0.0443 -0.2620
C -0.9290 -0.1831 -0.4554
H -0.4691 1.4573 -1.4491
H 1.8823 1.1294 1.3716
H -2.5571 -0.8556 0.8114
H -1.4901 -2.1149 0.4117
H 0.2746 0.8584 0.7395
```

***

(6)
The following is a DFT calculation (ωB97M-V/def2-TZVPD) of C2H5N3OS in the gas phase in a non-equilibrium geometry.

LUMO: 0.0237 hartree
SMILES string: [H]/N=C\NS/C=N\O
charge: 0

The geometry in XYZ format:
```
12
C2H5N3OS ωB97M-V/def2-TZVPD
S -0.3057 -0.6849 -0.6804
O -2.9342 0.1053 -0.7625
N 1.1695 -0.8769 0.1291
N 2.2586 1.1591 -0.5454
N -2.4665 0.4034 0.5056
C 2.2342 0.0132 -0.0125
C -1.2471 0.0599 0.6121
H 3.1583 -0.3860 0.4687
H -0.7251 0.2115 1.5503
H 1.3834 -1.8189 0.4298
H 1.3398 1.4002 -0.9402
H -3.8651 0.4140 -0.7546
```

***

We obtain energy above the lowest of the compared OMol25 structures with the same formula, charge and spin values of 69.6, 59.8, 71.2, 141.4, 65.1, 71.9 kcal per mole for the records listed above, in that order.
We obtain electronic energy values of -19505.9309, -19506.3573, -19505.8616, -19502.8195, -19506.1282, -19505.8338 eV for the records listed above, in that order.